C2H3FN2O2S as an isolated structure in a non-equilibrium geometry. Source: OMol25; level of theory: ωB97M-V with the def2-TZVPD basis set.

Last column: Löwdin charge in e.
Positions of all 11 atoms, in Å:
C1 2.207 0.266 0.550  -0.330
C2 1.214 -0.590 -0.027  -0.210
N1 3.063 0.787 1.139  0.162
N2 -1.933 0.641 0.500  -0.134
O1 -1.949 1.058 1.577  0.095
O2 -1.094 0.140 -1.749  -0.457
F1 -1.575 -0.913 0.460  -0.265
S1 -0.062 0.908 -0.790  0.975
H1 1.585 -1.227 -0.767  0.066
H2 0.547 -1.223 0.534  0.064
H3 -2.004 0.152 -1.428  0.035

Values from the calculation:
Kohn-Sham gap (alpha / beta)   8.75 / 8.75 eV
ΔE to the lowest compared entry with this formula, charge and spin   16.0 kcal/mol
Strongest force on any atom   3.69 eV/A
E_HOMO (alpha / beta)   -9.809 / -9.810 eV